Entry 1:
The following is a quantum chemistry calculation of the molecule C21H29N3O4, from OMol25.

**F_max**: 0.7 eV/A
**Kohn-Sham gap**: 8.635 eV
**SMILES string**: COCCNC(=O)C1CCN(C(=O)[C@@H]2CC(=O)N(c3ccc(C)cc3)C2)CC1
**Energy relative to the best compared isomer or geometry (same formula, charge and spin)**: 72.1 kJ/mol
**Highest occupied orbital energy**: -8.0 eV

Last column: Löwdin charge in e.
Geometry (Å):
1 C 5.17819 -0.66669 2.02515  -0.1114
2 O 4.21890 -0.42813 1.02481  -0.1976
3 C 2.89210 -0.30853 1.49723  -0.2002
4 C 2.25223 -1.67618 1.76807  -0.1346
5 N 2.32531 -2.47683 0.56772  0.0974
6 C 1.23778 -2.98768 -0.03404  -0.4585
7 O 0.14036 -2.99468 0.49167  0.0596
8 C 1.49553 -3.65346 -1.39579  -0.2109
9 C 2.41504 -2.84323 -2.31577  -0.1203
10 C 1.85044 -1.42453 -2.49318  -0.1161
11 N 0.42306 -1.42036 -2.22931  -0.0500
12 C -0.05785 -0.60454 -1.26430  -0.4135
13 O 0.64857 0.23170 -0.72883  0.0596
14 C -1.53338 -0.76295 -0.90478  -0.1814
15 C -2.43935 -0.20494 -2.00281  -0.0272
16 C -2.78095 1.20982 -1.54664  -0.4217
17 O -3.30268 2.04484 -2.25067  0.0742
18 N -2.42908 1.32968 -0.24126  0.0301
19 C -2.57406 2.47256 0.55727  -0.1752
20 C -2.78455 3.72999 -0.00721  0.0039
21 C -2.92096 4.84173 0.79864  -0.0383
22 C -2.84944 4.74760 2.18373  -0.2910
23 C -2.98616 5.97005 3.04008  -0.0568
24 C -2.63698 3.49483 2.73884  -0.0480
25 C -2.50161 2.37049 1.94487  -0.0175
26 C -1.87410 0.10766 0.30907  -0.0925
27 C -0.25060 -2.55241 -2.82331  -0.1230
28 C 0.15197 -3.85684 -2.10650  -0.1130
29 H 6.14850 -0.64102 1.53230  0.0892
30 H 5.04505 -1.64396 2.50302  0.0832
31 H 5.14407 0.11059 2.79738  0.0902
32 H 2.85711 0.30779 2.40461  0.1257
33 H 2.33662 0.19291 0.70030  0.1037
34 H 1.19999 -1.55858 2.03105  0.1234
35 H 2.76813 -2.19327 2.58526  0.1174
36 H 3.19858 -2.39401 0.07005  0.1285
37 H 1.94787 -4.62846 -1.18402  0.1528
38 H 3.43682 -2.79483 -1.93842  0.1095
39 H 2.45608 -3.35703 -3.27895  0.1173
40 H 2.03207 -1.06264 -3.51159  0.1300
41 H 2.30825 -0.72280 -1.79350  0.1173
42 H -1.71722 -1.81312 -0.67685  0.1348
43 H -3.37130 -0.76817 -2.09101  0.1347
44 H -1.97222 -0.15998 -2.98627  0.1281
45 H -2.84795 3.83055 -1.07702  0.1016
46 H -3.08398 5.80683 0.34066  0.1140
47 H -3.85330 6.55456 2.73750  0.0781
48 H -2.10510 6.60353 2.93510  0.0811
49 H -3.09251 5.70161 4.08830  0.0715
50 H -2.57826 3.38873 3.81312  0.1083
51 H -2.34701 1.41510 2.42019  0.1007
52 H -2.60553 -0.39410 0.95236  0.1370
53 H -0.97225 0.33242 0.88407  0.1266
54 H 0.06214 -2.59029 -3.87248  0.1310
55 H -1.32905 -2.41879 -2.80349  0.1129
56 H -0.59257 -4.12247 -1.35533  0.1090
57 H 0.21925 -4.67007 -2.82908  0.1165

Atomic forces in eV per Å
0.062 -0.034 0.043
0.046 -0.038 -0.214
-0.382 -0.082 0.042
0.196 0.343 0.127
0.374 0.242 0.032
0.454 -0.483 -0.256
-0.442 0.082 0.208
-0.242 -0.106 -0.088
-0.084 -0.029 0.085
0.324 0.279 -0.067
0.274 0.003 -0.243
-0.449 0.055 0.041
0.037 0.262 0.176
0.053 0.038 0.178
-0.008 0.095 -0.037
-0.103 -0.315 -0.483
-0.087 0.151 -0.132
0.255 -0.116 0.190
-0.125 0.334 0.202
-0.003 0.064 -0.203
0.042 -0.132 0.162
-0.026 -0.034 0.050
0.048 0.004 -0.043
-0.015 0.143 -0.047
0.015 -0.153 -0.158
0.165 -0.315 0.246
-0.213 -0.293 0.016
-0.011 -0.005 0.139
0.029 -0.027 0.098
0.029 0.017 0.016
0.008 -0.020 -0.013
0.030 -0.018 -0.012
0.035 -0.074 0.198
0.108 -0.005 0.041
-0.135 0.074 0.010
-0.123 -0.095 -0.116
-0.037 0.079 0.018
0.058 0.001 -0.075
0.081 -0.038 0.036
0.041 0.004 0.081
-0.043 -0.109 -0.161
-0.003 0.075 -0.042
0.009 0.033 -0.028
-0.071 0.009 -0.001
-0.004 -0.018 -0.029
-0.020 0.097 -0.070
-0.049 0.077 0.047
0.020 0.090 0.060
-0.016 0.042 0.079
-0.001 -0.003 0.096
0.024 -0.117 0.012
0.063 0.015 -0.012
-0.157 -0.050 -0.026
-0.118 0.037 0.036
0.034 0.026 -0.081
0.022 -0.033 -0.104
0.034 -0.027 -0.020

---

Entry 2:
The following is a quantum chemistry calculation of a 2-piece molecular cluster, C21H29N6O4 overall in a non-equilibrium geometry, from OMol25.

**F_max**: 2.9 eV/A
**Kohn-Sham gap**: 8.473 eV
**Energy relative to the best compared isomer or geometry (same formula, charge and spin)**: 0.0 kJ/mol
**Highest occupied orbital energy**: -11.1 eV
**Total charge**: +1

Last column: Löwdin charge in e.
Geometry (Å):
1 O -1.33768 -3.10942 -4.64243  0.1211
2 O 2.48559 2.11306 6.15367  0.0477
3 O 3.15264 -2.44360 4.32837  0.0442
4 N -2.72632 2.82513 -8.25901  0.1176
5 O -2.11474 -2.12775 -2.77552  0.0586
6 C -1.74736 -2.11105 -4.08162  -0.4586
7 C 2.64450 0.96511 5.77497  -0.5499
8 C 3.01877 -2.17230 5.51305  -0.4783
9 C -1.39133 -0.97172 0.55746  -0.4800
10 C -2.74360 3.94074 -9.00497  -0.1154
11 C -1.98813 2.79820 -7.13555  -0.2510
12 C -2.00323 5.07515 -8.66421  -0.0622
13 C -1.22668 3.90780 -6.73831  -0.0189
14 C -1.22246 5.06595 -7.51223  -0.0566
15 C -2.03934 0.38973 -4.20596  -0.0161
16 C -1.70802 -0.85595 -6.24647  0.0166
17 C -2.08411 1.57995 -4.94177  -0.0109
18 C -1.78832 0.32840 -6.98130  0.0093
19 C -1.82908 -0.84829 -4.84336  -0.1377
20 C -1.95562 1.56191 -6.33960  -0.1580
21 N -2.52629 -1.60173 0.67719  0.2389
22 N 4.00146 -2.46505 6.36818  0.0391
23 N -0.60956 -0.71169 1.58804  0.1017
24 N 1.94222 -0.01250 6.36203  0.1130
25 N -1.03115 -0.60835 -0.63838  0.2196
26 C 3.63366 0.69467 4.65760  0.0204
27 C 4.05530 -2.19012 7.80623  -0.0527
28 C -0.76280 -1.20745 2.96833  -0.1571
29 C 0.49795 -0.90264 3.78418  -0.1808
30 C 0.49507 -1.62969 5.14010  -0.1245
31 C 1.75571 -1.44237 6.01847  -0.1948
32 H -2.04440 -3.08109 -2.58147  0.1432
33 H -3.34840 3.95801 -9.90620  0.1084
34 H -2.04294 5.95118 -9.30301  0.1045
35 H -0.61979 3.85577 -5.84174  0.1105
36 H -0.63096 5.93360 -7.22954  0.1112
37 H -2.17120 0.44479 -3.13194  0.0933
38 H -1.55971 -1.79092 -6.78307  0.1266
39 H -2.24309 2.52396 -4.42786  0.1172
40 H -1.70568 0.29623 -8.06535  0.1227
41 H -3.11186 -1.74257 -0.12660  0.1344
42 H -2.83533 -1.87497 1.59280  0.1265
43 H 4.79738 -2.92411 5.95036  0.1510
44 H 0.22737 -0.18497 1.39897  0.1573
45 H 1.38023 0.34005 7.12401  0.1552
46 H -0.15012 -0.14967 -0.78749  0.1420
47 H -1.55710 -0.94210 -1.43596  0.0737
48 H 4.47338 0.12268 5.04722  0.0873
49 H 4.00630 1.64786 4.28433  0.0917
50 H 3.15707 0.15679 3.84447  0.0623
51 H 3.26242 -2.72939 8.32851  0.0850
52 H 5.01702 -2.51950 8.20571  0.0933
53 H 3.95319 -1.11915 7.99431  0.0834
54 H -0.91045 -2.28920 2.94703  0.1303
55 H -1.62373 -0.73740 3.44770  0.1320
56 H 1.35852 -1.22232 3.20063  0.1042
57 H 0.56248 0.17407 3.94264  0.1219
58 H 0.36167 -2.69821 4.96322  0.1249
59 H -0.36997 -1.28280 5.70781  0.1230
60 H 1.52062 -1.95076 6.95331  0.1387

Atomic forces in eV per Å
-0.610 0.381 1.315
-0.091 0.080 0.227
-0.508 -0.164 -0.247
0.018 -0.011 -0.102
-0.196 -0.367 0.069
1.009 -0.653 -2.665
0.857 1.671 -0.908
-0.051 0.672 -1.169
0.828 0.252 0.610
0.630 -0.017 0.878
0.076 1.391 -0.693
-0.041 0.017 -0.031
-0.022 0.056 -0.001
-0.364 -0.451 -0.152
0.092 0.101 -0.603
-0.018 0.088 -0.008
0.102 -0.430 -0.054
0.005 -0.294 0.437
-0.441 1.401 0.266
-0.142 -0.814 0.409
-1.188 -0.864 0.849
0.407 0.004 1.212
0.309 0.074 0.901
-0.347 -2.004 0.501
0.597 0.797 -1.467
-0.242 -0.087 0.201
-0.196 0.086 -0.231
0.040 0.024 0.186
-0.008 -0.102 -0.048
0.387 -0.068 -0.570
-0.277 0.459 0.284
0.011 0.114 0.270
-0.027 -0.265 0.137
0.011 -0.091 0.068
-0.035 -0.045 -0.030
-0.103 -0.199 -0.033
-0.028 -0.031 -0.020
-0.020 0.127 0.290
0.010 -0.124 -0.076
-0.043 0.038 0.230
-0.163 -0.082 0.093
-0.294 -0.121 -0.088
-0.134 0.040 -0.103
0.081 -0.033 0.018
-0.051 -0.056 -0.030
0.014 -0.027 -0.165
0.200 0.056 -0.213
0.041 -0.205 -0.157
-0.149 -0.047 0.204
0.163 -0.272 -0.079
0.079 0.043 0.084
-0.186 0.022 -0.176
0.003 -0.092 0.068
-0.066 -0.037 -0.093
-0.126 -0.015 -0.085
0.183 -0.077 0.050
0.051 0.112 0.002
0.001 -0.084 0.023
0.040 -0.010 0.181
-0.077 0.134 0.236

---

E_LUMO readings, ordered: 0.62 -2.59 eV